Entry 1:
18
Properties=species:S:1:pos:R:3:forces:R:3:lowdin_charge:R:1 method="wB97M-V/def2-TZVPD" charge=0 gap_ev=10.867 e_above_lowest_kcal_mol=17.07 homo_energy_ev=-9.7 lumo_ev=1.17
C -2.66706 -0.47287 0.11872 -0.073 0.001 0.008 -0.121
C -1.24246 -0.33221 -0.40878 0.040 -0.038 -0.026 -0.276
C -0.51314 0.91351 0.09970 0.007 0.057 0.002 -0.197
C 0.97886 0.85399 -0.20192 -0.131 0.174 -0.217 -0.257
O 1.60204 0.06921 0.79775 -0.047 -0.004 -0.019 -0.198
C 2.73878 -0.62208 0.34539 0.246 -0.139 -0.056 -0.125
H -2.67245 -0.65076 1.19968 0.013 0.054 -0.129 0.073
H -3.18237 -1.31265 -0.36026 0.062 0.122 0.091 0.068
H -3.25566 0.43280 -0.07302 0.096 -0.127 0.014 0.072
H -1.26208 -0.30140 -1.50735 0.029 -0.009 0.154 0.108
H -0.65979 -1.22198 -0.13421 -0.080 0.135 -0.009 0.110
H -0.95348 1.81629 -0.34679 0.081 -0.164 0.052 0.116
H -0.62292 1.00972 1.18803 -0.022 -0.017 -0.151 0.119
H 1.13635 0.40074 -1.19551 -0.018 0.050 0.148 0.120
H 1.43217 1.86077 -0.22939 -0.077 -0.227 0.077 0.123
H 3.29335 -0.95103 1.23036 -0.081 0.030 -0.206 0.087
H 3.39387 0.01456 -0.27180 -0.108 -0.091 0.180 0.088
H 2.45597 -1.50663 -0.25059 0.063 0.191 0.086 0.089

---

Entry 2:
65
Properties=species:S:1:pos:R:3:forces:R:3:lowdin_charge:R:1 method="wB97M-V/def2-TZVPD" charge=+3 gap_ev=5.157 e_above_lowest_kcal_mol=43.90 homo_energy_ev=-16.5 lumo_ev=-11.38
Al 11.68467 10.64898 10.56240 -0.852 -1.212 0.962 0.399
C 10.64654 13.97792 8.18094 -0.578 -0.502 -0.846 -0.002
O 12.04066 13.61346 7.89695 1.235 -3.438 2.605 0.087
C 12.25123 12.52290 8.68893 -2.808 0.281 -0.168 -0.132
N 11.30169 12.23217 9.62452 1.260 1.747 -1.971 0.096
C 10.30950 13.40944 9.59297 1.851 -0.299 -1.198 -0.175
C 8.89531 13.04704 9.74124 -2.457 -1.875 0.135 -0.186
C 7.88028 14.00777 9.61774 1.388 1.203 0.791 -0.017
C 6.54038 13.74438 9.86051 0.704 0.916 -1.185 -0.047
C 6.14614 12.46813 10.07270 -0.008 -1.936 0.755 -0.039
C 7.09813 11.44339 10.25430 0.816 1.177 -0.920 -0.030
C 8.45057 11.69182 9.98350 -0.277 2.017 0.499 -0.023
C 13.11925 11.35081 8.35825 1.402 0.840 -0.331 -0.108
C 13.74901 11.15240 7.14356 1.043 0.218 0.028 0.099
C 14.44722 9.91834 6.95779 -0.082 1.610 -0.288 0.063
C 14.08248 8.87422 7.76547 -2.563 -2.295 1.213 0.102
C 13.12152 9.09847 8.83703 3.564 1.634 -2.283 -0.088
N 13.06250 10.37133 9.31293 -1.967 -0.685 -1.585 0.098
C 12.07187 8.22608 9.27799 -1.272 -2.518 0.984 -0.205
N 11.07715 8.73900 10.01505 3.658 0.544 -1.459 0.134
C 10.26328 7.63242 10.38881 -1.297 -2.790 1.607 -0.256
C 10.95246 6.33675 9.77928 -0.534 0.249 -2.240 0.036
O 12.04945 6.89788 8.93404 0.098 3.660 1.558 0.067
C 8.84119 7.73135 9.95979 -2.251 0.202 -0.169 -0.205
C 8.54461 7.80266 8.57262 0.852 0.044 1.439 -0.043
C 7.21676 7.91738 8.19178 0.042 -0.136 -1.413 -0.060
C 6.18286 7.67885 9.10090 0.263 0.125 0.908 -0.040
C 6.42829 7.43627 10.47194 2.277 0.925 -1.740 -0.032
C 7.75610 7.63170 10.90084 0.597 -0.922 -0.715 -0.019
H 10.64163 15.05592 8.07958 -0.466 0.073 0.069 0.153
H 10.09035 13.44009 7.34908 0.210 0.897 1.153 0.181
H 10.70144 14.05683 10.36293 -0.289 0.552 0.315 0.166
H 8.12218 15.07996 9.45873 0.129 -0.838 0.004 0.142
H 5.88429 14.59507 9.74440 -0.401 -0.266 0.112 0.131
H 5.11214 12.18058 10.10429 -0.364 0.159 0.337 0.122
H 6.80651 10.46854 10.56288 -0.326 -0.702 -0.119 0.087
H 9.13670 10.86030 9.97371 0.264 -0.361 0.114 0.050
H 13.84110 11.94506 6.37483 -0.294 -0.501 0.684 0.168
H 15.17711 9.87884 6.13424 -0.509 -0.457 0.407 0.161
H 14.21213 7.79502 7.51450 0.415 1.048 0.027 0.166
H 10.29770 7.46760 11.47957 -0.036 0.486 -0.202 0.163
H 11.42713 5.63229 10.44336 -0.028 0.050 0.489 0.139
H 10.33506 5.78231 9.01451 0.306 0.610 1.213 0.163
H 9.40027 7.71840 7.86131 -0.981 0.382 0.294 0.131
H 7.04194 8.11207 7.10064 -0.268 -0.349 1.269 0.137
H 5.16479 7.70722 8.78188 -0.466 -0.164 -0.419 0.111
H 5.70457 7.07931 11.15930 -0.783 0.136 0.399 0.109
H 7.94680 7.49561 11.96675 0.283 0.119 -0.215 0.109
C 13.10453 9.08458 14.44225 1.527 0.958 -1.107 -0.245
Te 12.56997 10.91744 13.18490 0.010 -0.246 0.335 1.457
C 10.71694 10.72162 14.22411 -1.414 2.289 -0.810 -0.420
C 10.63337 9.38949 14.79842 0.977 -3.195 0.421 -0.297
C 9.40049 8.83508 15.16632 -0.017 0.530 -0.113 -0.020
C 9.33158 7.61928 15.86612 -0.585 1.051 -0.272 -0.054
C 10.48403 6.92611 16.08366 0.952 -0.508 1.865 -0.050
C 11.73390 7.42045 15.67808 0.538 -0.541 -0.576 -0.011
C 11.83883 8.56949 14.92494 -3.527 1.671 1.046 -0.300
H 13.85056 9.48773 15.16674 -0.620 -0.154 -0.490 0.105
H 13.58771 8.42561 13.73232 0.310 -0.167 0.051 0.065
H 9.92298 10.81096 13.46718 0.179 0.276 0.139 0.057
H 10.55963 11.61195 14.90560 0.552 -1.112 -0.497 0.114
H 8.46988 9.37845 14.93605 0.532 -0.108 0.359 0.132
H 8.39342 7.33385 16.35801 0.373 -0.122 -0.579 0.133
H 10.42911 6.11068 16.82514 0.286 0.142 -0.826 0.136
H 12.69196 6.94645 15.90515 -0.573 -0.422 0.148 0.136

---

Entry 3:
17
Properties=species:S:1:pos:R:3:forces:R:3:lowdin_charge:R:1 method="wB97M-V/def2-TZVPD" charge=+1 gap_ev="7.974 / 6.977" e_above_lowest_kcal_mol=199.17 homo_energy_ev="-13.5 / -12.7" lumo_ev="-5.57 / -5.70"
C 0.99024 1.31425 -0.82002 1.142 -0.066 -2.831 0.019
C 1.03546 1.54996 0.54755 1.373 0.977 2.452 -0.065
C 0.74421 0.06380 0.23687 0.628 -3.027 -0.320 -0.395
C 1.92082 -0.91620 0.28996 -1.343 -0.169 -3.097 0.011
C -3.43215 -0.88248 -0.14075 1.552 -0.846 -0.960 0.297
N -0.48970 -0.38132 0.29380 -5.156 1.324 -1.220 0.099
O -1.41748 -1.23697 0.23409 3.816 0.310 0.087 0.009
H 0.19256 1.75580 -1.41698 -0.111 -0.636 0.227 0.130
H 1.95179 1.10788 -1.41826 -1.689 0.138 1.104 0.167
H 2.03728 1.60717 1.02727 -0.894 -0.010 -0.225 0.153
H 0.27482 2.15117 1.02678 -0.140 -0.238 -0.016 0.136
H 1.99932 -1.32400 1.23840 0.164 -0.999 1.810 0.065
H 2.75038 -0.27997 0.10844 1.286 -0.054 -0.284 0.065
H 1.81472 -1.75258 -0.53570 0.290 1.754 1.716 0.149
H -3.74836 -1.24355 -1.09484 0.093 -0.221 -0.766 0.053
H -3.07455 0.10444 -0.17234 -0.542 1.316 1.032 0.043
H -3.54935 -1.63739 0.59575 -0.471 0.446 1.291 0.062

---

Entry 4:
52
Properties=species:S:1:pos:R:3:forces:R:3:mulliken_spin:R:1 method="wB97M-V/def2-TZVPD" charge=+2 s2=6.042 gap_ev="9.460 / 7.143" multiplicity=5 homo_energy_ev="-14.3 / -15.6" lumo_ev="-4.88 / -8.49"
Rh -1.61210 -14.95677 7.06292 0.725 -0.041 -0.345 2.458
C -2.52956 -17.06148 5.00932 0.315 1.567 -0.353 0.008
C -2.07864 -17.91670 6.15310 -0.663 -0.113 1.148 -0.024
N -1.92246 -17.19532 7.41305 -2.559 1.456 0.517 0.160
C -0.96059 -17.63694 8.36813 0.366 -1.019 1.620 0.003
C 0.47555 -17.41121 8.02884 1.855 1.572 -1.289 0.002
S 0.74161 -15.80779 7.02154 -0.202 -0.034 0.765 0.145
C 0.73259 -16.36874 5.28899 0.057 -2.190 0.339 0.001
C -0.34286 -15.83675 4.37652 -0.759 1.086 0.425 -0.010
N -1.72483 -15.75266 4.94140 -0.549 -1.308 -0.469 0.125
H -2.42707 -17.61436 4.06413 -0.220 0.190 0.242 0.003
H -3.55506 -16.71788 5.16982 0.009 -0.297 -0.191 -0.001
H -2.77225 -18.71584 6.38299 -0.256 -0.396 -0.637 0.003
H -1.14795 -18.35237 5.98048 1.523 -0.914 -0.683 -0.001
H -2.86319 -17.17742 7.91295 1.573 0.094 -0.926 -0.007
H -1.17815 -17.05177 9.28105 0.062 -0.616 -0.179 0.003
H -1.03699 -18.72991 8.56957 -0.231 0.543 0.222 0.010
H 1.17124 -17.27949 8.89492 -0.871 -0.285 -0.583 -0.002
H 0.94637 -18.10420 7.32678 -0.266 -0.366 0.389 0.003
H 1.72494 -16.16720 4.87672 -0.199 0.084 0.005 0.003
H 0.64505 -17.50993 5.34092 0.244 1.539 -0.162 0.000
H -0.24143 -14.80540 4.11614 1.080 0.903 0.037 -0.001
H -0.21047 -16.31134 3.41987 -0.577 -0.809 -0.425 0.004
H -2.24722 -15.08482 4.34648 0.317 -0.728 0.476 -0.002
F -6.92827 -13.35234 7.58607 -0.646 -0.222 0.328 0.002
C -6.24690 -14.46505 7.64313 1.215 -0.371 0.217 0.007
F -6.27671 -15.07616 6.44752 -0.242 0.087 0.894 0.000
F -6.62340 -15.28714 8.63941 -0.091 0.725 -1.134 0.001
S -4.45338 -13.99555 8.00451 -2.052 0.396 -0.126 0.010
O -3.73412 -15.15418 7.46778 0.240 -0.503 -0.057 0.048
O -4.25408 -13.69141 9.38039 -0.035 -0.274 0.002 -0.001
N -4.38042 -12.75837 6.99800 1.254 -0.322 0.554 -0.001
S -3.02857 -11.94669 7.07575 -0.691 -0.774 1.398 -0.003
O -2.97835 -11.11700 5.93905 0.281 0.773 -1.296 0.005
O -1.80928 -12.71902 7.40896 -0.697 -0.251 -0.553 0.042
C -3.10632 -10.82168 8.55722 0.396 -0.692 0.786 0.004
F -2.74503 -11.56565 9.62101 -0.432 1.027 -0.584 0.000
F -4.28567 -10.24472 8.75708 0.662 -0.455 -0.275 0.000
F -2.16988 -9.90831 8.32708 -0.103 0.324 0.163 0.000
N -2.29873 -8.93413 4.77429 -0.013 0.576 -0.652 0.333
C -1.23479 -8.23470 4.43225 -0.658 0.666 1.049 0.047
C -1.28186 -6.76120 4.43573 -1.846 -0.643 -0.288 0.226
C -0.09765 -6.15240 4.31634 1.601 1.685 -0.703 -0.095
C 1.10333 -6.87156 4.08365 -1.712 -0.415 0.535 0.324
C 1.02410 -8.29473 4.09141 -0.074 -1.540 -0.477 0.072
N -0.09377 -8.98201 4.26973 0.007 1.527 -0.183 0.129
H -3.20341 -8.48874 4.98329 0.713 -0.452 -0.184 -0.018
H -2.19785 -9.95193 4.83109 -0.321 0.409 0.165 -0.024
H -2.22584 -6.10540 4.44593 1.327 -1.603 0.219 -0.002
H -0.08138 -5.04521 4.27355 0.179 -0.835 0.143 0.002
H 1.97443 -6.30231 3.89370 0.973 0.038 -0.137 0.007
H 1.84373 -9.01171 3.87996 -0.008 1.199 0.250 0.001

---

Entry 5:
76
Properties=species:S:1:pos:R:3:forces:R:3:lowdin_charge:R:1 method="wB97M-V/def2-TZVPD" charge=-2 gap_ev=2.438 homo_energy_ev=1.5 lumo_ev=3.94
Cd 0.93860 -0.33361 -0.12442 -1.762 0.659 -0.115 1.390
N 2.78505 1.32218 -1.45443 1.500 0.502 -0.155 0.028
N 0.11983 -0.23269 -2.82064 -2.342 -2.316 -1.047 -0.187
C -1.49256 -0.47400 2.09123 0.112 0.992 -0.532 -0.307
C -2.29016 0.01559 1.02273 0.862 0.615 0.602 -0.293
C -1.92160 1.36344 0.78154 0.364 -0.641 0.981 -0.297
C -2.46678 2.22020 -0.29279 -0.114 0.221 -0.445 -0.088
H -3.47973 1.89614 -0.56725 0.069 0.130 -0.036 0.057
H -1.84609 2.17450 -1.20456 -0.157 0.093 0.080 0.056
H -2.51664 3.26901 0.02796 -0.066 -0.021 -0.163 0.053
C -0.91694 1.72121 1.71777 -0.499 -0.869 -0.293 -0.311
C -0.24496 3.03683 1.81809 0.310 0.349 0.074 -0.097
H -0.23908 3.40712 2.85405 0.053 0.081 -0.060 0.058
H -0.75947 3.78034 1.19758 0.155 -0.006 0.079 0.052
H 0.80389 2.98823 1.48155 -0.119 0.165 0.034 0.058
C -0.65374 0.59072 2.53477 -0.453 -0.284 -0.926 -0.317
C 0.30259 0.55831 3.66772 0.161 0.107 0.301 -0.102
H 1.29094 0.94895 3.38389 -0.004 -0.033 0.106 0.051
H 0.44286 -0.46014 4.04704 0.046 0.085 0.001 0.051
H -0.06011 1.17463 4.50666 0.172 -0.062 0.072 0.061
C -3.34582 -0.70750 0.28021 -0.306 -0.156 -0.331 -0.087
H -4.31427 -0.18956 0.36861 -0.039 -0.154 -0.022 0.063
H -3.47605 -1.73062 0.65043 -0.018 0.066 -0.075 0.059
H -3.11515 -0.75609 -0.79344 -0.079 -0.076 0.055 0.048
C -1.56517 -1.83469 2.66959 -0.256 -0.435 0.222 -0.098
H -0.61846 -2.12530 3.14402 -0.128 -0.053 -0.030 0.045
H -1.80050 -2.58723 1.90170 0.103 0.068 0.183 0.056
H -2.35548 -1.88907 3.43789 0.120 -0.246 0.033 0.063
C 4.12480 1.33950 -1.40807 -0.023 -0.245 -0.954 -0.206
H 4.57206 1.73701 -0.49656 0.016 0.038 -0.158 0.071
C 4.94270 0.83773 -2.43057 0.286 0.324 0.685 -0.130
H 6.02522 0.90830 -2.32665 -0.201 -0.157 -0.013 0.070
C 4.34316 0.22985 -3.54249 -0.819 -0.061 -0.058 -0.120
H 4.93533 -0.21280 -4.34161 0.023 0.087 0.142 0.085
C 2.96147 0.21985 -3.62337 0.672 -0.139 0.446 -0.047
H 2.41358 -0.22963 -4.45337 0.222 0.164 0.188 0.109
C 2.20493 0.84590 -2.58984 -0.441 -0.137 -0.042 -0.367
C 0.78691 0.92320 -2.68061 0.412 1.908 0.491 -0.243
H 0.22809 1.85194 -2.74830 0.165 -0.048 0.571 0.071
C 0.47845 -1.38049 -2.05046 -0.568 3.044 -1.397 -0.319
C -1.19035 -0.39550 -3.28259 1.466 -0.079 -0.188 -0.074
H -1.69494 0.39660 -3.79994 -0.161 0.024 -0.186 0.096
C -1.53775 -1.67216 -3.04805 -0.959 -0.359 0.024 -0.108
H -2.41905 -2.19780 -3.39218 0.333 0.308 0.168 0.085
N -0.53036 -2.29067 -2.31353 -0.849 -0.653 -0.891 -0.037
C -0.50252 -3.55307 -1.70370 -0.440 0.639 -0.050 -0.133
C -1.68144 -4.18067 -1.27657 0.739 -0.485 0.358 -0.204
C -1.54603 -5.22245 -0.35418 0.057 0.036 -0.369 -0.050
H -2.44605 -5.68996 0.05559 0.183 0.100 -0.145 0.097
C -0.29446 -5.68002 0.05895 0.248 0.213 -0.195 -0.312
C -0.24560 -6.79334 1.05952 0.014 -0.202 0.173 -0.090
H 0.30883 -6.50478 1.96053 -0.028 -0.084 -0.073 0.067
H 0.22410 -7.69242 0.64266 -0.015 0.029 0.111 0.066
H -1.26945 -7.04553 1.35784 0.193 -0.106 0.060 0.060
C 0.86926 -5.10226 -0.47087 -0.926 0.067 0.380 -0.032
H 1.85200 -5.49714 -0.20937 -0.157 0.143 -0.007 0.102
C 0.78431 -3.99882 -1.33267 0.549 -0.296 0.215 -0.250
C 1.94984 -3.28477 -1.86805 2.031 -1.691 -0.411 -0.181
H 2.28418 -3.66946 -2.84491 -0.124 0.084 0.087 0.035
H 2.80328 -3.19765 -1.18558 0.028 -0.442 0.049 0.018
H 1.53066 -1.94786 -2.21863 -0.134 -0.355 0.827 0.021
C -3.03609 -3.76075 -1.72635 -0.762 0.086 0.214 -0.078
H -3.23411 -4.04647 -2.77026 0.064 0.091 0.165 0.078
H -3.17446 -2.68106 -1.62858 -0.071 -0.278 0.005 0.038
H -3.80414 -4.24062 -1.10887 0.112 -0.028 -0.049 0.073
Br 6.29395 0.27211 2.15392 -0.052 0.029 0.078 0.658
C 4.70049 -0.76566 2.04261 -0.757 -0.449 -0.084 -0.675
C 4.68881 -2.08015 2.50967 0.210 0.440 -0.091 -0.144
C 3.52047 -2.83563 2.38846 -0.528 -0.049 -0.171 -0.077
C 2.42370 -2.29036 1.72671 0.801 0.863 -0.227 -0.147
N 2.46451 -1.01998 1.25417 1.215 -0.315 2.065 -0.089
C 3.54463 -0.22038 1.48709 -0.046 -1.058 -0.153 -0.206
H 5.58146 -2.48546 2.96839 -0.008 -0.081 -0.068 0.085
H 3.44408 -3.84748 2.78610 0.123 0.261 -0.029 0.095
H 1.49966 -2.85576 1.56291 0.273 0.267 -0.137 0.100
H 3.46563 0.82153 1.18352 -0.051 -0.231 0.047 0.075

---

What are the F_max values for these records? In order: 0.31, 4.54, 5.46, 2.99, 3.46 eV/A.
What are the molecular weight values for these records? In order: 88.15, 628.16, 100.14, 623.43, 682.00 g mol⁻¹.